Entry 1:
Molecular formula: C5H11NO
Method: DFT, ωB97M-V/def2-TZVPD

The energy is -8900.7331 eV. For the orbital gap, the calculation gives 11.02 eV. As for the SMILES: CN=C=O.CCC. The energy above the lowest of the compared OMol25 structures with the same formula, charge and spin comes out at 22.2 kcal per mole.

XYZ file:
```
18
Properties=species:S:1:pos:R:3:forces:R:3
C -2.1449 -0.7630 -1.7350 -0.1 -0.2 0.0
N -1.5587 0.4817 -1.3149 -0.1 0.5 0.5
C -1.5754 1.1140 -0.2912 -0.1 0.3 0.1
O -1.5279 1.8212 0.6471 0.0 -0.4 -0.6
H -1.5394 -1.6055 -1.3852 0.0 0.1 -0.1
H -2.1732 -0.7745 -2.8266 -0.1 -0.1 0.2
H -3.1528 -0.8638 -1.3215 0.1 -0.1 -0.2
C 1.8045 1.1870 0.5661 0.1 0.0 0.0
C 1.2703 -0.1900 0.1447 0.2 -0.1 0.0
C 0.6084 -0.8782 1.3407 0.0 -0.1 0.1
H 1.0379 1.8502 0.9874 0.0 -0.3 -0.2
H 2.3016 1.7244 -0.2468 -0.1 -0.1 0.0
H 2.5500 1.0428 1.3583 -0.1 0.0 -0.1
H 0.6160 -0.1763 -0.7392 0.1 0.3 0.5
H 2.1148 -0.8051 -0.1812 0.1 0.0 0.1
H 1.3612 -1.0529 2.1185 -0.1 0.0 -0.1
H -0.1742 -0.2596 1.7994 0.1 -0.1 -0.2
H 0.1818 -1.8524 1.0795 0.0 0.1 0.0
```
Positions in Å, forces in eV/Å.

=====

Entry 2:
Molecular formula: C21H54N2O15S
Method: DFT, ωB97M-V/def2-TZVPD

The energy is -67164.6696 eV. For the orbital gap, the calculation gives 8.91 eV. As for the SMILES: COCC(=O)O[C@@H](CCOC(C)=O)CCSc1nnco1.CO.CO.CO.CO.CO.CO.CO.CO.CO.

XYZ file:
```
93
Properties=species:S:1:pos:R:3:forces:R:3
C 3.5797 1.1675 2.7285 0.7 -0.4 -0.2
O 2.0996 1.1202 2.9600 1.1 -0.1 -2.7
C 1.5510 0.8815 1.6152 -0.6 -0.6 -0.7
C 0.0501 0.1438 1.6372 -0.9 -2.3 5.1
O -0.3368 -0.5023 2.7502 2.0 4.0 -7.6
O -0.7560 0.3150 0.4162 2.3 -1.7 2.5
C -1.1653 -0.9694 -0.1700 -2.8 -1.0 -1.1
C -2.5147 -0.6303 -1.0990 0.4 -0.3 -0.3
C -3.8984 -0.5354 -0.2255 1.4 -0.2 -0.3
O -4.9628 -0.0048 -1.1407 0.8 3.2 1.8
C -4.9090 1.4715 -0.9809 3.1 2.6 -4.0
C -5.7037 2.1787 0.2736 0.4 -0.3 0.0
O -4.2118 2.1841 -1.8703 -4.5 -4.4 5.6
C -0.0828 -1.6533 -1.1902 0.8 -1.2 -0.1
C 1.3413 -0.8589 -1.3421 0.6 -0.2 1.1
S 2.1433 -1.1165 -3.0576 1.1 2.4 0.6
C 3.3201 0.3846 -3.1722 3.4 1.8 0.8
N 4.8142 0.4407 -2.7877 -5.8 2.4 -2.2
N 5.2721 1.7553 -3.0101 -7.2 1.0 -2.0
C 4.0584 2.5624 -3.5173 1.8 -3.7 1.3
O 2.8271 1.7145 -3.6448 6.0 -1.0 2.0
H 3.8111 1.6549 1.6787 -0.4 -0.7 2.2
H 4.1384 1.7855 3.5648 -1.5 -1.5 -1.8
H 3.9987 0.0528 2.6545 -0.9 2.3 0.3
H 1.4187 1.8495 0.9623 0.4 -1.6 1.3
H 2.3337 0.1741 1.0610 -2.1 1.3 0.9
H -1.5527 -1.6967 0.6883 1.4 1.4 -1.8
H -2.2652 0.3446 -1.7273 -0.8 -1.9 1.5
H -2.6758 -1.4940 -1.9032 0.4 1.8 1.9
H -4.2142 -1.6246 0.0945 0.6 2.5 -0.5
H -3.7501 0.2058 0.6719 -0.3 -1.6 -1.5
H -6.8005 2.4189 -0.0853 2.2 -0.6 0.8
H -5.7042 1.4637 1.2258 -0.2 1.5 -2.3
H -5.1674 3.1927 0.5802 -1.1 -2.3 -1.0
H 0.1787 -2.7275 -0.7410 -0.6 2.3 -1.0
H -0.5422 -1.8808 -2.2670 0.8 0.8 2.4
H 2.1038 -1.3825 -0.5879 -1.7 1.6 -1.5
H 1.2866 0.3018 -1.2060 -0.1 -2.3 -0.1
H 4.0548 3.7208 -3.7822 -0.2 -3.0 0.6
C -5.7973 -4.3741 -1.2184 -0.3 -0.2 0.1
O -5.2294 -3.0797 -1.1380 -0.1 0.4 -0.1
H -4.9967 -5.1058 -1.3494 -0.1 0.2 0.0
H -6.3404 -4.5928 -0.2958 0.0 -0.2 -0.1
H -6.4759 -4.4228 -2.0736 0.0 -0.3 0.0
H -5.9632 -2.4524 -1.0221 0.4 -0.1 -0.1
C -1.1025 -3.7228 3.0465 0.2 -0.1 0.3
O -1.8595 -3.5996 1.8565 -0.5 -0.4 -0.7
H -0.7971 -2.7277 3.3780 -0.1 -0.3 -0.2
H -1.7140 -4.1909 3.8217 0.2 0.0 0.2
H -0.2138 -4.3287 2.8531 0.1 0.0 0.3
H -2.1161 -4.4978 1.5868 0.1 0.6 0.1
C 7.8027 1.2771 -0.4177 0.0 0.1 -0.2
O 7.8117 2.3642 -1.3246 -0.1 0.2 -0.3
H 8.5157 1.4784 0.3853 -0.1 0.0 -0.1
H 6.8021 1.1634 0.0065 0.0 -0.2 0.2
H 8.0946 0.3629 -0.9404 0.0 -0.2 0.2
H 7.1701 2.1571 -2.0252 0.2 0.2 0.3
C 5.8240 4.4343 2.5126 0.0 0.3 -0.2
O 5.2437 3.6757 3.5577 -0.3 0.1 0.6
H 6.5517 3.8135 1.9847 -0.1 0.0 0.1
H 5.0448 4.7514 1.8152 0.2 0.1 -0.1
H 6.3297 5.3074 2.9323 0.1 0.0 -0.2
H 4.6030 4.2523 4.0076 0.4 -0.4 -0.1
C -6.0481 -1.7904 -4.2192 0.2 0.0 0.2
O -4.9175 -2.6404 -4.1585 0.3 -0.4 0.2
H -6.1770 -1.4436 -5.2472 0.1 -0.1 0.2
H -6.9381 -2.3434 -3.9092 -0.3 0.2 -0.1
H -5.8938 -0.9299 -3.5634 -0.2 0.1 -0.1
H -4.8285 -2.9320 -3.2352 0.0 0.3 -0.3
C -6.5166 0.6985 -7.0116 0.1 0.2 0.0
O -7.0290 1.1250 -5.7627 0.0 0.4 0.4
H -7.0736 -0.1812 -7.3424 0.0 0.1 0.1
H -6.6331 1.4985 -7.7468 0.1 -0.2 -0.2
H -5.4605 0.4391 -6.9039 0.0 -0.1 -0.3
H -6.5157 1.9062 -5.4950 -0.3 -0.5 0.0
C 0.4606 -3.9853 6.9064 0.1 0.2 0.0
O 0.5311 -3.4308 5.6057 0.2 0.4 -0.2
H 0.1104 -5.0177 6.8340 0.1 0.2 -0.1
H 1.4527 -3.9708 7.3641 -0.1 -0.1 0.2
H -0.2407 -3.4067 7.5127 0.0 -0.2 0.2
H 0.8445 -2.5154 5.7019 -0.2 -0.5 -0.2
C -0.7080 3.3067 -0.8682 -0.3 0.2 -0.1
O 0.6345 3.1613 -1.2934 0.7 0.2 -0.1
H -1.1360 2.3161 -0.6979 0.2 0.2 -0.1
H -0.7366 3.8784 0.0626 -0.3 0.0 0.1
H -1.2827 3.8214 -1.6422 -0.2 0.0 0.1
H 0.9875 4.0560 -1.4364 -0.1 -0.6 0.0
C 7.1296 0.3021 3.7232 -0.1 0.2 0.0
O 7.6975 1.5965 3.8036 -0.1 0.4 0.0
H 7.9302 -0.4296 3.5922 -0.1 0.2 0.0
H 6.5865 0.0834 4.6458 -0.1 -0.3 -0.1
H 6.4510 0.2535 2.8680 -0.1 -0.3 0.0
H 6.9638 2.2238 3.9195 0.3 -0.2 0.0
```
Positions in Å, forces in eV/Å.

=====

Entry 3:
Molecular formula: C12H30N4O2PdSi
Method: DFT, ωB97M-V/def2-TZVPD

The energy is -34339.5527 eV. For the orbital gap, the calculation gives 4.49 eV. The net charge is -2. The energy above the lowest of the compared OMol25 structures with the same formula, charge and spin comes out at 0.0 kcal per mole.

XYZ file:
```
50
Properties=species:S:1:pos:R:3:forces:R:3
Pd -0.1641 -0.2409 -0.5960 -1.2 -0.2 -0.6
N -0.4244 2.6753 0.1269 0.3 -0.3 -0.2
C 0.8351 3.3942 -0.1067 0.0 -0.2 -0.1
C 2.0335 2.6242 0.4620 -0.1 -0.1 0.0
C 2.5567 1.5080 -0.4512 0.0 0.0 0.0
C 3.2594 0.3761 0.2952 -0.2 0.0 0.1
N 2.2901 -0.3495 1.1239 0.1 0.1 -0.2
H -0.3713 1.6771 -0.3347 0.1 0.7 0.2
H -1.1961 3.1330 -0.3455 0.0 0.1 0.0
H 0.7777 4.3739 0.3767 0.0 0.1 0.1
H 1.0133 3.5800 -1.1773 0.0 0.0 0.0
H 1.7224 2.1794 1.4125 0.0 0.0 0.0
H 2.8472 3.3302 0.6743 0.0 0.0 0.0
H 3.2295 1.9230 -1.2130 0.0 0.0 0.0
H 1.7079 1.0399 -0.9840 0.1 0.1 0.0
H 4.0456 0.7890 0.9423 0.1 0.0 0.1
H 3.7608 -0.2578 -0.4480 0.0 -0.1 -0.1
H 2.6489 -1.2559 1.4011 0.0 0.0 -0.1
H 1.4385 -0.5406 0.5317 0.5 0.1 0.4
C -0.9880 -1.0871 3.7005 -0.1 -0.1 0.1
C -1.1281 -1.1505 2.2038 -0.2 -0.1 -0.3
N -1.0713 -0.0734 1.4946 0.5 -0.3 0.0
O -0.8369 1.0647 2.2865 -0.1 0.1 -0.1
C -1.3239 -2.4529 1.5567 0.2 0.5 0.1
C -2.1087 -3.5311 2.2355 -0.1 -0.1 0.2
N -0.7843 -2.6457 0.3737 0.1 -0.1 0.0
O -0.9828 -3.7889 -0.1855 0.0 -0.1 0.1
H -0.2413 -0.3386 3.9619 0.0 0.0 0.0
H -0.6906 -2.0632 4.0855 0.0 0.0 0.0
H -1.9266 -0.7954 4.1857 0.0 0.0 0.0
H -0.7389 1.7762 1.6014 0.1 -0.1 0.0
H -1.4730 -4.2755 2.7410 0.0 0.0 0.0
H -2.6625 -4.0811 1.4704 0.0 0.0 0.0
H -2.8046 -3.1200 2.9756 0.0 0.0 0.0
C -0.8479 0.4451 -5.5949 -0.1 -0.1 -0.3
Si -0.2204 0.9217 -3.8610 0.0 0.3 0.0
C -1.5577 2.1144 -3.2902 -0.4 0.2 0.1
C 1.2784 2.0201 -4.2072 0.3 0.2 -0.1
C 0.1706 -0.4138 -2.7556 0.2 -0.5 0.6
H -1.0250 1.3330 -6.2194 0.0 -0.1 0.0
H -1.7926 -0.1098 -5.5144 0.1 0.1 0.0
H -0.1288 -0.2069 -6.1075 -0.1 0.1 0.0
H -1.8550 2.8098 -4.0891 0.0 0.0 0.1
H -1.2007 2.6875 -2.4306 0.0 0.0 -0.1
H -2.4412 1.5534 -2.9590 0.1 0.1 0.0
H 1.0418 2.7813 -4.9643 0.1 -0.1 0.1
H 2.1254 1.4225 -4.5695 -0.1 0.1 0.0
H 1.6002 2.5310 -3.2911 0.0 -0.1 -0.1
H 1.2158 -0.7294 -2.8680 0.1 0.0 -0.1
H -0.4675 -1.2956 -2.8846 0.0 -0.1 0.0
```
Positions in Å, forces in eV/Å.

=====

Repeat the third record exactly.
Molecular formula: C12H30N4O2PdSi
Method: DFT, ωB97M-V/def2-TZVPD

The energy is -34339.5527 eV. For the orbital gap, the calculation gives 4.49 eV. The net charge is -2. The energy above the lowest of the compared OMol25 structures with the same formula, charge and spin comes out at 0.0 kcal per mole.

XYZ file:
```
50
Properties=species:S:1:pos:R:3:forces:R:3
Pd -0.1641 -0.2409 -0.5960 -1.2 -0.2 -0.6
N -0.4244 2.6753 0.1269 0.3 -0.3 -0.2
C 0.8351 3.3942 -0.1067 0.0 -0.2 -0.1
C 2.0335 2.6242 0.4620 -0.1 -0.1 0.0
C 2.5567 1.5080 -0.4512 0.0 0.0 0.0
C 3.2594 0.3761 0.2952 -0.2 0.0 0.1
N 2.2901 -0.3495 1.1239 0.1 0.1 -0.2
H -0.3713 1.6771 -0.3347 0.1 0.7 0.2
H -1.1961 3.1330 -0.3455 0.0 0.1 0.0
H 0.7777 4.3739 0.3767 0.0 0.1 0.1
H 1.0133 3.5800 -1.1773 0.0 0.0 0.0
H 1.7224 2.1794 1.4125 0.0 0.0 0.0
H 2.8472 3.3302 0.6743 0.0 0.0 0.0
H 3.2295 1.9230 -1.2130 0.0 0.0 0.0
H 1.7079 1.0399 -0.9840 0.1 0.1 0.0
H 4.0456 0.7890 0.9423 0.1 0.0 0.1
H 3.7608 -0.2578 -0.4480 0.0 -0.1 -0.1
H 2.6489 -1.2559 1.4011 0.0 0.0 -0.1
H 1.4385 -0.5406 0.5317 0.5 0.1 0.4
C -0.9880 -1.0871 3.7005 -0.1 -0.1 0.1
C -1.1281 -1.1505 2.2038 -0.2 -0.1 -0.3
N -1.0713 -0.0734 1.4946 0.5 -0.3 0.0
O -0.8369 1.0647 2.2865 -0.1 0.1 -0.1
C -1.3239 -2.4529 1.5567 0.2 0.5 0.1
C -2.1087 -3.5311 2.2355 -0.1 -0.1 0.2
N -0.7843 -2.6457 0.3737 0.1 -0.1 0.0
O -0.9828 -3.7889 -0.1855 0.0 -0.1 0.1
H -0.2413 -0.3386 3.9619 0.0 0.0 0.0
H -0.6906 -2.0632 4.0855 0.0 0.0 0.0
H -1.9266 -0.7954 4.1857 0.0 0.0 0.0
H -0.7389 1.7762 1.6014 0.1 -0.1 0.0
H -1.4730 -4.2755 2.7410 0.0 0.0 0.0
H -2.6625 -4.0811 1.4704 0.0 0.0 0.0
H -2.8046 -3.1200 2.9756 0.0 0.0 0.0
C -0.8479 0.4451 -5.5949 -0.1 -0.1 -0.3
Si -0.2204 0.9217 -3.8610 0.0 0.3 0.0
C -1.5577 2.1144 -3.2902 -0.4 0.2 0.1
C 1.2784 2.0201 -4.2072 0.3 0.2 -0.1
C 0.1706 -0.4138 -2.7556 0.2 -0.5 0.6
H -1.0250 1.3330 -6.2194 0.0 -0.1 0.0
H -1.7926 -0.1098 -5.5144 0.1 0.1 0.0
H -0.1288 -0.2069 -6.1075 -0.1 0.1 0.0
H -1.8550 2.8098 -4.0891 0.0 0.0 0.1
H -1.2007 2.6875 -2.4306 0.0 0.0 -0.1
H -2.4412 1.5534 -2.9590 0.1 0.1 0.0
H 1.0418 2.7813 -4.9643 0.1 -0.1 0.1
H 2.1254 1.4225 -4.5695 -0.1 0.1 0.0
H 1.6002 2.5310 -3.2911 0.0 -0.1 -0.1
H 1.2158 -0.7294 -2.8680 0.1 0.0 -0.1
H -0.4675 -1.2956 -2.8846 0.0 -0.1 0.0
```
Positions in Å, forces in eV/Å.

=====

> Which formula does entry 3 have?

C12H30N4O2PdSi